(1)
Here is a 2-piece molecular cluster, C8H6F3NO2 overall from the OMol25 dataset. Energies are from ωB97M-V with the def2-TZVPD basis set.

Calculated values
lowest unoccupied orbital energy (alpha / beta)	0.053 / -2.055	eV
relative energy (zero: lowest compared OMol25 entry of this formula, charge and spin)	2.3032	eV
Kohn-Sham gap (alpha / beta)	0.3019 / 0.3018	hartree
multiplicity	3
net charge	0
E_tot	-22123.895	eV

Last column: Löwdin charge in e.
CARTESIAN COORDINATES (ANGSTROEM)
C1 -2.2561 -1.0405 0.7893  -0.086
C2 -1.8620 -1.2133 -0.5174  -0.133
C3 -1.6668 -0.0681 1.5836  -0.086
C4 -0.9512 -0.4509 -1.1044  -0.059
C5 -0.8763 0.8916 1.0008  0.030
C6 -0.3799 0.6863 -0.4033  -0.175
C7 0.7106 1.3389 -0.8253  0.009
C8 2.5309 -1.3788 -0.1796  -0.434
N1 1.4329 2.3663 -0.1584  -0.402
O1 2.4736 2.7203 -0.6480  0.078
O2 1.0090 2.8412 0.8800  0.038
F1 3.2741 -1.6733 0.8443  0.172
F2 3.0597 -1.6583 -1.3768  0.126
F3 1.3434 -1.8869 -0.0696  0.161
H1 -3.2315 -1.4627 1.1534  0.128
H2 -2.1926 -2.1031 -1.1118  0.131
H3 -2.1878 0.0140 2.5858  0.129
H4 -0.7904 -0.6967 -2.1826  0.138
H5 -0.4904 1.7698 1.5359  0.100
H6 1.0509 1.0041 -1.7959  0.136

(2)
Here is H4KO2 as an isolated structure from the OMol25 dataset. Energies are from ωB97M-V with the def2-TZVPD basis set.

Calculated values
lowest unoccupied orbital energy	-4.438	eV
relative energy (zero: lowest compared OMol25 entry of this formula, charge and spin)	0.8715	eV
Kohn-Sham gap	0.3861	hartree
multiplicity	1
net charge	+1
E_tot	-20479.495	eV

Last column: Löwdin charge in e.
CARTESIAN COORDINATES (ANGSTROEM)
K1 -2.1026 0.9017 1.2385  1.004
O1 0.3673 0.9031 -1.3520  -0.050
H1 0.0468 0.2919 -0.6887  -0.072
H2 1.0469 1.4077 -0.9050  0.044
O2 -0.0600 -0.9241 0.4350  -0.086
H3 0.5688 -1.4358 -0.0740  0.091
H4 0.1329 -1.1445 1.3462  0.070